Below is C28H49BrCdNP3 as an isolated structure in a non-equilibrium geometry, with properties calculated with the ωB97M-V functional and the def2-TZVPD basis.

```
83
C28H49BrCdNP3 (the ωB97M-V functional and the def2-TZVPD basis)
N -5.287 -6.275 -0.230
C -5.314 -5.753 0.992
C -5.094 -4.396 1.262
C -4.811 -3.547 0.171
C -5.122 -4.043 -1.136
C -5.229 -5.441 -1.282
C -4.047 -2.334 0.410
Cd -4.540 0.004 0.144
P -1.121 4.757 -0.248
C -3.399 -1.672 -0.700
C -1.978 -1.311 -0.634
C -1.642 -0.088 -1.242
C -0.453 0.560 -1.006
C 0.565 -0.035 -0.135
C 0.212 -1.370 0.419
C -0.966 -2.009 0.135
Br 1.384 1.312 1.153
H -3.576 -2.315 1.401
H -3.820 -1.888 -1.696
H -5.053 -4.022 2.282
H -5.143 -3.406 -2.037
H -5.505 -6.444 1.805
H -5.276 -5.914 -2.265
H -2.410 0.381 -1.882
H -1.178 -3.033 0.492
H -0.361 1.582 -1.365
H 0.889 -1.774 1.166
P 1.832 -0.542 -1.636
C -1.817 3.702 1.068
C -2.682 4.576 2.000
H -0.975 3.219 1.596
H -2.417 2.929 0.559
H -2.981 4.007 2.884
H -2.156 5.478 2.346
H -3.596 4.903 1.479
C -1.186 3.887 -1.848
C -0.807 4.797 -3.015
H -2.191 3.462 -1.955
H -0.456 3.075 -1.800
H -1.173 4.374 -3.956
H -1.229 5.801 -2.910
H 0.283 4.880 -3.085
C 0.731 4.653 0.035
C 1.352 5.872 0.713
H 1.175 4.555 -0.967
H 0.941 3.713 0.579
H 2.431 5.694 0.841
H 1.231 6.752 0.069
H 0.920 6.086 1.698
C 3.362 -0.410 -0.695
C 4.742 -0.578 -1.365
H 3.247 -1.084 0.171
H 3.307 0.600 -0.239
H 5.186 -1.545 -1.067
H 4.724 -0.492 -2.468
H 5.383 0.241 -0.977
C 1.755 0.404 -3.181
C 0.808 -0.135 -4.277
H 2.783 0.381 -3.584
H 1.530 1.454 -2.925
H 1.194 -1.036 -4.777
H -0.192 -0.362 -3.889
H 0.718 0.601 -5.085
C 1.649 -2.265 -2.213
C 2.329 -3.374 -1.422
H 2.059 -2.261 -3.233
H 0.566 -2.454 -2.292
H 1.944 -4.338 -1.766
H 3.408 -3.429 -1.577
H 2.143 -3.323 -0.344
C 2.564 0.352 4.895
P 2.232 -1.034 3.718
C 3.976 -1.164 3.119
C 2.217 -2.413 4.929
H 3.206 1.100 4.408
H 3.043 -0.030 5.811
H 1.598 0.807 5.152
H 4.617 -1.576 3.913
H 4.008 -1.817 2.236
H 4.325 -0.159 2.841
H 3.123 -2.375 5.541
H 1.342 -2.317 5.578
H 2.153 -3.367 4.396
```

Relative energy (zero: lowest compared OMol25 entry of this formula, charge and spin), kJ/mol: 79.2
Orbital gap (alpha / beta), eV: 3.803 / 3.805
Spin multiplicity: 1
LUMO energy (alpha / beta), eV: -8.4621 / -8.4539
Calculated total energy, hartree: -4916.0908
Total charge: +2
Maximum force, eV/Å: 2.21


Below is C28H50BBaF4N2O12 as an isolated structure in a non-equilibrium geometry, with properties calculated with the ωB97M-V functional and the def2-TZVPD basis.

```
98
C28H50BBaF4N2O12 (the ωB97M-V functional and the def2-TZVPD basis)
Ba -2.755 -0.028 0.140
B 0.506 0.070 0.427
F -0.357 -0.210 1.515
F -0.321 0.122 -0.758
F 1.151 1.275 0.572
F 1.414 -0.971 0.259
C 1.293 -2.261 -2.723
C 1.046 -2.446 -4.077
C 1.614 -3.528 -4.742
C 2.466 -4.358 -4.054
C 2.720 -4.186 -2.707
C 2.115 -3.132 -2.034
N 3.101 -5.465 -4.776
O 3.950 -6.094 -4.183
O 2.803 -5.617 -5.941
H 0.845 -1.427 -2.199
H 0.338 -1.827 -4.614
H 1.404 -3.745 -5.780
H 3.350 -4.896 -2.189
H 2.222 -3.009 -0.965
C 5.049 2.115 -1.385
C 3.845 1.431 -1.339
C 2.711 1.988 -1.884
C 2.789 3.246 -2.454
C 3.967 3.969 -2.471
C 5.110 3.396 -1.929
N 1.551 3.891 -2.899
O 0.598 3.170 -3.171
O 1.527 5.100 -2.961
H 5.936 1.694 -0.929
H 3.837 0.445 -0.894
H 1.780 1.446 -1.819
H 3.999 4.979 -2.854
H 6.037 3.948 -1.986
C -5.901 2.223 0.246
O -4.877 1.770 -0.614
C -4.328 2.773 -1.467
C -3.616 2.162 -2.657
O -2.698 1.151 -2.319
C -1.755 0.946 -3.362
H -6.076 1.452 0.995
H -6.843 2.369 -0.292
H -5.631 3.162 0.739
H -3.625 3.370 -0.883
H -5.113 3.409 -1.888
H -3.082 3.020 -3.104
H -4.292 1.871 -3.470
H -1.344 1.893 -3.710
H -2.220 0.439 -4.221
H -0.956 0.304 -3.002
C -2.047 -2.614 -2.198
O -1.654 -2.400 -0.844
C -1.683 -3.584 -0.080
C -1.445 -3.216 1.365
O -2.348 -2.190 1.794
C -2.175 -1.992 3.201
H -1.430 -3.371 -2.677
H -2.058 -1.674 -2.746
H -3.097 -2.943 -2.170
H -0.871 -4.261 -0.376
H -2.622 -4.135 -0.228
H -0.415 -2.862 1.479
H -1.592 -4.100 1.994
H -2.629 -2.826 3.742
H -2.671 -1.067 3.470
H -1.115 -1.932 3.449
C 2.030 -1.919 6.447
O 2.693 -1.091 5.538
C 2.818 -1.699 4.265
C 3.289 -0.694 3.271
O 4.627 -0.376 3.538
C 5.109 0.606 2.650
H 2.543 -2.885 6.558
H 0.993 -2.102 6.133
H 2.047 -1.429 7.418
H 1.833 -2.114 3.997
H 3.526 -2.537 4.302
H 2.655 0.199 3.208
H 3.228 -1.186 2.281
H 5.098 0.237 1.617
H 6.138 0.831 2.928
H 4.521 1.527 2.738
C -0.894 3.268 -0.322
O -1.795 2.554 0.544
C -1.535 2.853 1.907
C -2.738 2.547 2.778
O -3.325 1.274 2.481
C -4.373 0.959 3.376
H -1.278 4.278 -0.483
H -0.831 2.714 -1.254
H 0.105 3.312 0.107
H -1.308 3.910 2.073
H -0.668 2.271 2.238
H -3.508 3.314 2.647
H -2.420 2.533 3.824
H -5.081 0.285 2.888
H -4.936 1.854 3.658
H -3.993 0.477 4.280
```

Relative energy (zero: lowest compared OMol25 entry of this formula, charge and spin), kJ/mol: 0.0
Orbital gap, eV: 8.508
Spin multiplicity: 1
LUMO energy, eV: -2.7000
Calculated total energy, hartree: -2558.9624
Total charge: +1
Maximum force, eV/Å: 1.42


Below is a 10-piece molecular cluster, C28H50N2O12 overall in a non-equilibrium geometry, with properties calculated with the ωB97M-V functional and the def2-TZVPD basis.

```
92
C28H50N2O12 (the ωB97M-V functional and the def2-TZVPD basis)
C -3.407 -6.237 -5.728
C -2.692 -5.070 -5.556
C -2.644 -4.505 -6.824
N -3.168 -5.267 -7.850
C -3.599 -6.444 -7.119
H -3.822 -6.934 -5.016
H -2.403 -4.644 -4.607
H -2.282 -3.556 -7.192
H -3.156 -5.013 -8.827
H -4.103 -7.168 -7.742
C -6.517 6.110 1.905
C -7.576 6.728 1.276
C -7.448 6.539 -0.061
N -6.410 5.649 -0.222
C -5.941 5.297 0.958
H -6.291 6.056 2.959
H -8.390 7.169 1.832
H -7.987 6.981 -0.886
H -6.177 5.117 -1.048
H -5.084 4.641 0.975
O -0.451 2.942 7.940
C 0.261 3.003 8.907
C 1.719 3.424 8.974
C 2.067 3.131 10.415
C 0.788 3.057 11.184
O -0.157 2.797 10.146
H 2.379 2.789 8.384
H 1.988 4.424 8.634
H 2.478 2.123 10.361
H 2.841 3.814 10.764
H 0.757 2.182 11.835
H 0.813 3.999 11.732
O 1.879 1.263 0.681
C 1.484 0.134 0.779
C 0.360 -0.453 1.593
C -0.017 -1.660 0.769
C 1.207 -1.988 -0.067
O 2.049 -0.894 -0.025
H 0.656 -0.738 2.602
H -0.526 0.179 1.655
H -0.389 -2.402 1.474
H -0.862 -1.386 0.138
H 1.709 -2.905 0.242
H 0.818 -2.202 -1.063
O -6.601 0.721 -3.849
C -7.723 0.649 -4.329
C -8.072 0.000 -5.680
C -9.234 0.878 -6.100
C -9.875 1.043 -4.709
O -8.781 1.226 -3.780
H -7.159 -0.039 -6.274
H -8.404 -1.014 -5.460
H -8.769 1.768 -6.524
H -9.902 0.297 -6.736
H -10.615 1.830 -4.563
H -10.472 0.184 -4.402
O 5.455 -2.533 4.882
C 6.366 -1.818 4.541
C 7.682 -2.312 3.878
C 8.571 -1.090 3.927
C 7.536 0.025 3.881
O 6.420 -0.485 4.601
H 8.212 -3.217 4.173
H 7.325 -2.434 2.855
H 8.985 -1.045 4.935
H 9.220 -1.020 3.054
H 7.894 0.871 4.469
H 7.474 0.485 2.895
C 0.884 2.310 -5.236
O -0.090 1.393 -4.694
H 1.860 2.083 -4.807
H 0.834 2.297 -6.324
H 0.682 3.336 -4.928
H -0.955 1.809 -4.684
C 4.587 -4.396 -5.197
O 5.541 -4.329 -4.148
H 3.826 -3.639 -5.009
H 5.042 -4.219 -6.172
H 4.218 -5.406 -5.377
H 6.006 -3.502 -4.291
C 5.430 -8.344 2.964
O 5.020 -8.366 4.263
H 6.383 -8.786 2.673
H 4.611 -8.821 2.425
H 5.540 -7.315 2.623
H 4.386 -7.661 4.415
C 4.271 6.655 -2.528
O 5.056 6.054 -1.543
H 3.252 6.551 -2.156
H 4.487 7.722 -2.591
H 4.292 6.183 -3.511
H 4.559 5.342 -1.134
```

Relative energy (zero: lowest compared OMol25 entry of this formula, charge and spin), kJ/mol: 369.0
Orbital gap, eV: 8.389
Spin multiplicity: 1
LUMO energy, eV: 0.4226
Calculated total energy, hartree: -2109.0885
Structure (SMILES): c1cc[nH]c1.c1cc[nH]c1.O=C1CCCO1.O=C1CCCO1.O=C1CCCO1.O=C1CCCO1.CO.CO.CO.CO
Maximum force, eV/Å: 5.18